No. 1
Entry from the OMol25 dataset: a molecular structure, C18H14O3PSSe2Te2V (the ωB97M-V functional and the def2-TZVPD basis).

Output
2S+1 = 3
LUMO (alpha / beta) = -0.92 / -0.32 eV
⟨S²⟩ = 2.041
HOMO level (alpha / beta) = -7.48 / -7.57 eV

Element x y z (Å)
H 2.0075 -5.2285 -3.7102
V -0.0692 0.1435 0.8364
H -3.2902 -5.5253 3.2620
H 1.4378 -3.0822 -0.0549
H -0.1209 -4.3162 -4.5787
H -5.8933 -1.2799 -1.4775
H 2.7746 -4.6143 -1.4379
C -2.2794 -0.4301 -2.5272
O -2.0907 -0.0755 1.5998
O -2.2121 -0.7910 3.9730
H -5.4784 0.1256 -3.4696
H -4.0099 -2.1485 -0.1655
C -2.5782 -3.5198 2.9967
C -3.8137 -1.5407 -1.0387
C 0.2196 -4.0526 -3.5860
C 1.0867 -3.3643 -1.0401
H -1.8694 -4.5599 -0.6535
C 1.4115 -4.5644 -3.0979
P -1.0746 -1.7573 -0.4379
Te 1.9511 0.2548 -1.8377
H -1.2662 -0.1599 -2.8031
C -1.7730 -2.9617 0.7696
C -0.5437 -3.1966 -2.8031
S -1.6556 -0.9943 2.6808
C -2.0379 -2.6167 2.1007
C -2.5099 -1.2366 -1.4122
C -2.0675 -4.2563 0.3665
C -3.3450 0.0441 -3.2712
H -2.7694 -3.2090 4.0145
C -4.8803 -1.0494 -1.7797
H -1.4709 -2.8007 -3.1973
H -3.1628 0.6723 -4.1330
C -2.6139 -5.1740 1.2584
C -2.8684 -4.8104 2.5685
C -4.6470 -0.2613 -2.8950
H -2.8384 -6.1771 0.9204
Se 2.3393 -0.2763 0.5838
C 1.8431 -4.2205 -1.8227
O -0.1688 -0.8842 2.6089
Se -1.0548 2.0890 -0.2460
Te 1.0336 2.7567 -1.4759
C -0.1139 -2.8460 -1.5281

No. 2
Entry from the OMol25 dataset: a molecular structure, C14H20N2OPb in a non-equilibrium geometry (the ωB97M-V functional and the def2-TZVPD basis).

Output
LUMO (alpha / beta) = 0.19 / -0.09 eV
HOMO level (alpha / beta) = -5.27 / -5.39 eV
Energy above the lowest of the compared OMol25 structures with the same formula, charge and spin = 88.64 kcal per mole

Element x y z (Å)
Pb 0.0637 0.0071 -0.2668
C 0.9483 1.4605 -4.0286
H -2.3162 0.6107 -1.1102
C 0.8489 3.4544 -2.6893
N 0.3787 1.3920 -1.7815
H -1.3898 -1.4689 1.8848
C -0.3860 -1.4727 1.5340
C 0.0249 0.0388 3.7843
H -0.9528 -0.3514 3.8748
C 0.4901 2.6953 -1.5966
H 0.5635 -1.4090 2.3729
C 0.2029 -3.5097 -2.7791
C 0.4587 -0.7270 -2.9647
H 0.8046 1.8858 1.6982
H -2.5373 0.5058 0.6995
C 0.5876 0.6776 -2.9492
H -2.4151 -1.0188 -0.2999
H 1.3693 3.4225 -4.7863
H 1.1363 0.9479 -4.9627
H 0.1007 -4.5798 -2.6696
H 0.3117 3.0840 -0.6081
C -2.1233 0.0320 -0.1958
C 0.5989 -1.5289 -4.0810
H -0.9278 1.3706 2.3097
C -0.2397 1.7333 1.4230
C 0.4763 -2.9094 -4.0047
H 0.9469 4.5222 -2.5529
O 0.2980 -0.1767 2.3407
C 0.0526 -2.7295 -1.6508
H -0.1562 -3.1104 -0.6654
C 1.0797 2.8383 -3.9159
H 0.2399 1.0338 3.8996
N 0.1962 -1.4227 -1.7957
H 0.5962 -3.5096 -4.9034
H 0.8071 -1.0290 -5.0170
H 0.1110 -2.3720 1.1257
H 0.8317 -0.5354 4.0013
H -0.9290 2.3018 0.9660

No. 3
Entry from the OMol25 dataset: a single C17H25N3O4S3 molecule (the ωB97M-V functional and the def2-TZVPD basis).

Output
LUMO = 0.42 eV
Structure (SMILES) = CCS(=O)(=O)c1nc(S(=O)(=O)c2ccc(C)cc2)c(NCCCN(C)C)s1
HOMO level = -8.38 eV

Element x y z (Å)
C 0.5680 -0.5120 -1.4958
S 0.6413 3.5646 -0.5070
H 0.9841 3.7444 2.2731
N 1.6825 1.0702 -0.2327
H 1.4052 -0.3656 6.5258
H -4.2403 -2.4962 -5.1082
N 0.3023 -1.7067 -2.0373
C 1.3060 -1.3913 2.6151
H -0.7671 -2.8749 -3.3526
O -0.5502 3.7552 0.2754
O 0.7046 4.2276 -1.7796
C 2.1086 3.9754 0.4784
C -3.4084 -2.3399 -2.6216
O 3.9698 -1.3189 -0.2016
H -5.5832 -1.8074 -4.1662
C 1.8171 0.4183 5.8946
C -4.5819 -1.6076 -4.5791
H 2.9501 3.5441 -0.0543
S 2.5978 -1.4434 0.1987
H 1.1048 1.2433 5.8788
H -4.2600 -2.4448 -1.9252
C -2.1193 -2.1732 -1.8164
H 4.2014 0.1761 1.8890
S -0.2840 0.9686 -1.8837
C 2.4202 -0.9762 1.9124
H -4.9271 -0.1044 -2.3411
H -4.6601 -0.7899 -5.2936
H 2.7368 3.7888 2.5279
H -3.1971 0.3013 -2.2296
N -3.6138 -1.2519 -3.5626
C -0.9210 -1.9780 -2.7503
C -3.9866 -0.0140 -2.9075
C 3.3457 -0.1201 2.4741
H -2.1963 -1.3124 -1.1511
H -4.1097 0.7603 -3.6622
H 1.9745 2.3404 1.8559
H -1.9685 -3.0611 -1.1995
H 0.6090 -2.0662 2.1433
H 0.2588 -1.2684 4.4734
C 2.0416 -0.0822 4.5021
H 2.1685 5.0611 0.4575
H 2.7433 0.7779 6.3346
C 0.8029 1.8106 -0.8053
H 3.8740 0.9893 4.2220
C 1.5851 -0.2218 -0.6028
H 0.7728 -2.4751 -1.5599
O 1.9423 -2.7132 -0.0456
H -3.3348 -3.2644 -3.2004
C 1.1230 -0.9464 3.9115
H -1.1323 -1.1389 -3.4179
C 1.9452 3.4269 1.8756
C 3.1542 0.3221 3.7714

No. 4
Entry from the OMol25 dataset: a single C2BrF3S molecule in a non-equilibrium geometry (the ωB97M-V functional and the def2-TZVPD basis).

Output
LUMO = -0.98 eV
Structure (SMILES) = FC(=S)C(F)(F)Br
HOMO level = -9.96 eV
Energy above the lowest of the compared OMol25 structures with the same formula, charge and spin = 1.65 kcal per mole

Element x y z (Å)
S -0.5546 1.5017 -0.4750
C -1.2961 0.1898 0.0915
F -1.1557 -2.0007 1.0237
F 0.1834 -1.3589 -0.5860
F -2.5832 0.1365 0.2743
C -0.4020 -1.0234 0.5497
Br 0.9368 -0.6035 1.8954

No. 5
Entry from the OMol25 dataset: 11 unconnected molecules or ions with the total composition C80H180F2N11O4S2 in a non-equilibrium geometry (the ωB97M-V functional and the def2-TZVPD basis).

Output
2S+1 = 2
Charge = +8
LUMO (alpha / beta) = -12.87 / -12.96 eV
⟨S²⟩ = 0.752
HOMO level (alpha / beta) = -15.63 / -21.46 eV

Element x y z (Å)
C -5.0725 5.9803 -3.7584
H -6.0577 6.4462 -3.7780
H -1.0854 4.2061 -1.4058
H -3.1704 5.0620 -1.6984
H 5.6302 3.0069 3.7086
H 4.4251 6.2886 3.0233
C -5.8191 -3.0467 2.9688
C 3.2173 -3.8405 -4.7400
C 1.8857 -3.0317 -2.6767
H 3.0896 -3.5745 -5.7893
H -7.0799 -4.5746 1.9500
C -2.9963 3.8988 1.7051
N -2.3983 -7.6846 -1.8464
H -0.2030 -7.7531 -1.7782
H 4.4724 2.1189 -2.8912
C -5.5742 -4.1017 -2.7585
H 0.3769 -1.1653 -7.1539
O -0.9366 -1.2857 0.0182
H 4.6748 -4.6736 -1.6732
C 6.1741 7.0472 3.8386
H 5.2164 5.6702 -6.0016
H -0.8043 -9.9187 -0.2943
H 3.9630 -5.6493 -0.3071
C 3.5224 2.5028 -3.2631
H -1.9927 8.9578 4.8876
H 5.7347 3.5496 -0.5201
C -4.3640 -1.0788 4.7190
H -0.1539 6.8720 5.1924
N -4.9039 -0.5622 3.4178
N 0.6972 -0.3893 1.7141
H -3.2324 -10.8544 -0.9933
H -0.1836 6.9694 2.2527
H -4.1441 -2.2373 2.0711
H 1.5933 1.9892 5.2656
H -0.6919 -5.7643 -1.3445
H -2.7656 -7.3813 -3.9894
S 0.4478 -0.8517 0.3517
H 0.5101 0.0210 8.1020
H -5.7928 2.8335 -4.5518
H -0.0648 -2.9487 -4.5372
N 4.1191 3.1872 -5.7161
O 1.8200 1.8952 1.3763
C -3.5295 -0.3298 -2.3004
H -3.4663 0.3008 -4.4546
H 7.9212 -6.7875 1.4840
H -4.1289 6.8506 5.5044
H 0.8546 -2.7716 -2.4374
C -1.3412 -9.8038 -1.2359
C 0.5394 -0.5092 5.3847
H 5.8336 -1.8168 0.3130
C -7.5310 4.8157 -2.6807
C 6.9932 -4.0912 -0.2393
C 6.0655 1.5369 2.1504
C -2.8259 -9.8451 -0.9287
H 1.1057 -5.4251 -4.9823
C 7.9094 -5.4021 -0.1085
H -2.9307 -1.2899 -4.1331
H -2.6135 -2.3234 4.1384
H -4.5041 6.0103 -4.6880
H 3.5696 3.9690 -1.6336
H 2.2322 2.4500 7.4980
H -0.8501 5.2409 4.7965
C -2.6581 6.2670 2.8628
H 2.6188 2.5443 -1.2888
H 6.9014 -7.2363 0.1395
H -3.8112 1.2928 3.3846
H -8.2350 4.4164 -1.9506
F 1.1183 -2.3388 0.5398
N 1.8988 -3.7038 -4.0543
H 1.7291 -0.9936 3.6212
H -8.1760 4.2266 -4.6467
H -3.9290 -2.2167 -1.3925
H -4.3171 2.8428 -2.5822
H -5.7169 -5.8494 -1.3113
C 1.3305 -1.4441 4.5303
C 1.8060 1.8221 8.2804
H 3.1675 4.4019 1.8803
H -6.0449 -6.2089 -3.0911
H 1.9586 3.6778 -2.2895
H 2.6193 1.2365 8.7089
C 6.0296 -5.7105 1.3450
H 6.5983 1.0621 0.0680
H 7.0506 4.6155 2.4971
F -0.0917 1.6630 2.7955
C -1.5549 -5.4436 -0.7609
C 4.8651 -5.2386 -0.7607
C 2.7690 -5.8098 -3.5060
H 6.3200 5.6483 1.3038
C 0.9745 2.6169 9.2215
H -3.0284 -9.5219 0.0924
H -4.4451 -0.3229 5.5001
H -2.2082 3.0431 -0.9873
H -2.0015 -7.3969 0.1289
H 2.4876 3.6263 -4.7530
H -0.0892 0.3124 5.0411
H 3.9795 -5.7661 -5.2494
C -2.0223 6.4496 6.2047
H 8.6132 -4.8611 0.5241
C 5.6677 2.9557 -5.6434
H -5.9599 5.4866 -1.4038
H 0.9705 -3.4254 -5.8827
H -1.7900 -0.7837 2.6889
N -5.6344 -1.4332 -2.5393
H -4.8565 -1.9773 5.0908
H -4.4521 6.4994 -3.0278
C -1.0437 -8.4163 -1.9816
H 3.4827 -1.9178 5.0043
C 1.4318 -5.1485 -3.9796
H 7.1587 6.7430 4.1937
H -6.8726 0.3411 2.7362
H 4.0630 5.1561 0.3915
H 2.1351 -2.9330 5.6024
C -6.7858 -0.3592 -2.2295
H -5.5185 -1.4662 1.5250
H -5.5993 -4.1697 -3.8461
H 5.4106 -6.1398 -1.0406
H -0.5884 -0.7650 -5.7746
H -7.8918 5.7892 -3.0126
N 1.5941 0.1905 6.2609
H -2.2971 -1.1179 5.4421
H -7.1283 -0.3933 -1.1953
C -4.4567 -1.2802 -1.5728
H 6.4909 -5.3528 2.2656
H -6.8010 -2.7724 3.3547
C 6.3266 3.8966 -6.6426
C -6.1012 -4.1124 1.8219
H 4.9531 1.1916 0.2642
N -1.7310 7.1340 3.8099
H 5.3112 -3.5538 2.0356
H 4.3648 -2.2285 -0.4013
H 4.1505 4.3282 -4.0635
C 4.8296 -2.1458 0.5812
H -1.1475 4.8145 2.2966
H 7.2854 4.2815 -6.2953
H -1.3028 8.3032 2.0371
H -3.4487 8.0590 6.5752
S 0.5524 1.2577 1.3844
H 5.0802 5.1650 4.1547
C 5.8713 1.6632 0.6142
H -3.7100 0.6776 -1.9252
H 2.5077 -2.1368 -2.6574
H -1.7861 -4.7654 1.3447
H -2.6940 2.8644 1.5416
H 5.8627 3.2855 -4.6230
H -7.3518 -2.7297 -2.7948
C 0.9404 -2.8627 -4.9497
H -3.6623 3.3999 -4.1791
H -2.1494 -4.6949 -1.2844
H -1.4491 2.8700 -2.6271
H 2.3691 -1.1995 -5.5313
H -0.1906 -5.4580 0.9715
N 5.3157 3.8906 1.6137
H -6.3317 0.6111 -2.4304
C 2.4268 -1.0252 6.7036
H 1.5630 3.4169 9.6706
H -3.8497 0.5632 1.8346
H 0.2532 3.2398 8.6925
C -6.1909 4.6483 -2.0611
H 4.8877 -5.0654 -3.9884
H -3.0501 4.3204 0.7014
H -3.5255 6.1641 3.5149
C -1.8277 3.5568 -1.8702
H 6.4844 3.4490 -7.6238
H -7.8343 2.9192 -3.6458
C 2.4755 -1.9135 5.4209
C 3.4989 3.5077 -4.3640
H -3.0122 6.9163 2.0622
H -3.5164 -6.2121 -2.8204
H -5.3158 -4.8384 2.0319
C -6.0906 3.8750 -4.4304
H 5.7954 7.7882 4.5426
C 6.1075 5.0803 2.2095
C -5.0916 -1.1125 -3.9647
O 1.2152 -0.5056 -0.7991
C -1.0512 6.3004 4.9551
H -4.4156 -8.4261 -1.4689
H -7.1577 -5.4428 -2.0302
C 0.8878 0.8277 7.4738
H 5.3402 5.5225 -7.8783
H -5.9515 4.4019 -5.3744
C 5.3054 5.0527 -6.8954
C 6.1400 3.1963 0.4281
C -6.0956 -5.4942 -2.2697
H 3.9786 1.4932 -7.1417
C -6.4035 -2.8183 -2.2647
H -1.9784 4.1543 3.5322
N 5.6336 -4.5634 0.3100
H -3.3109 8.7100 4.0301
C 4.7514 -3.5883 1.1010
H 3.0998 -5.6418 -2.4811
C -3.1982 7.3348 5.8000
H -3.4336 -6.4934 -0.2288
C -3.4435 -8.7857 -1.8065
H 7.1037 -3.6988 -1.2501
C -2.1781 4.7583 2.6471
C 3.9097 4.3295 1.0852
H 2.9492 1.5895 -3.4225
H 8.2239 -5.7657 -1.0868
H 1.9074 -1.6457 7.4339
H 3.7777 -3.9779 1.3982
H -2.4157 5.0629 -3.3555
H 3.9000 -0.2057 1.0104
H -5.0360 -1.9526 -4.6570
H -4.0489 3.8236 1.9782
H 7.1944 -3.3605 0.5440
H 3.5731 3.4916 0.4746
H -2.2901 5.4213 6.4476
H -0.8991 -8.7471 -3.0101
H 3.2619 1.4656 5.8410
C 1.3667 -1.3986 -5.1524
H -1.7172 -6.2433 -3.3089
H -0.6320 -3.8882 0.4177
H -6.0863 1.2090 4.0253
H 5.6363 0.6393 2.5955
C -0.7227 7.7562 2.7803
H 0.0491 8.3991 3.2036
H 7.1070 1.3569 2.4169
H -1.8128 0.4430 3.8312
H 6.3587 7.5475 2.8879
C 4.0112 4.3294 -6.7697
C 3.4994 1.8463 -6.2286
C 2.3142 1.1803 5.3844
H -6.0848 3.7112 -1.5146
H 0.8485 -2.3076 4.0719
H 6.0516 1.9440 -5.7742
H -5.2238 -3.6328 3.6689
H 3.7195 -2.9127 -4.4661
H 3.3904 -0.6441 7.0418
H 0.0017 1.3188 7.0716
H -2.5031 -0.5117 -1.9817
H -6.8314 -0.3053 4.4395
H 0.6536 -5.3873 -3.2548
H -0.0548 -1.1302 6.0550
C 2.9259 3.2168 -2.0897
H -3.5425 -9.1775 -2.8188
H -6.6502 -2.9755 -1.2146
C 0.4287 -0.7133 -6.1633
C 3.8685 -5.1331 -4.3690
C -1.0304 -4.8914 0.5693
H -0.8981 -10.5013 -1.9467
C -2.4449 -0.3587 3.4495
H 2.5727 0.7940 4.3985
H -1.4992 6.9330 7.0298
C -6.2875 0.2071 3.6460
C -7.4662 3.9183 -3.8792
H -4.8500 -0.7932 -0.6805
C -3.6557 -0.5482 -3.7978
H -4.5793 -4.1590 -2.3171
H 4.2699 2.4930 2.7448
N -5.2411 4.5202 -3.2998
H 2.3146 -3.7029 -1.9326
H 5.2714 -6.4473 1.6101
H 3.7120 1.1133 -5.4504
H 0.7832 0.2790 -6.4420
C 5.3070 2.8228 2.6840
C -2.4334 -6.7133 -0.6021
H 3.8764 3.7244 -7.6663
C -2.8537 -1.3352 4.5305
C -3.7411 0.3229 2.8922
C -2.8046 4.4632 -2.5326
H 2.9914 -1.6189 1.6609
C -3.9497 3.6859 -3.1673
C 3.9755 -1.1989 1.4531
C -2.6315 -6.7919 -3.0824
H 0.3018 2.0254 9.8427
H -7.5945 -0.5112 -2.9443
C 7.2124 -6.3929 0.7560
C -5.0751 -1.8206 2.4555
H 2.4228 1.9311 -6.3760
H -5.6868 -0.4060 -4.5431
H 4.4266 -1.1902 2.4453
C -2.5837 8.1002 4.5661
H 1.1331 -0.7711 -4.2923
O -0.4064 1.8410 0.4376
H 2.7926 -6.8996 -3.5040
H 3.1941 5.0127 -6.5383
H -6.0822 -3.8470 0.7649
H 7.1829 3.4818 0.5659
C 5.3670 5.8596 3.3652